Entry 1:
This record from OMol25 describes the molecule C4H10OS in a non-equilibrium geometry. The level of theory is wB97M-V/def2-TZVPD.

Values from the calculation:
- Energy relative to the best compared isomer or geometry (same formula, charge and spin): 325.8 kJ/mol
- Kohn-Sham gap: 0.3494 Eh
- HOMO level: -0.3194 hartree
- SMILES string: CO[C@@H](C)CS

Structure (ORCA input):
```
! RIJCOSX wB97M-V def2-TZVPD def2/J DEFGRID3
* xyz 0 1
C -2.14788 1.44005 0.19057
C -0.31569 0.10778 0.79740
C -0.91901 -1.23661 1.19515
C 1.13940 0.25721 0.28967
H -1.96041 2.38775 0.91192
H -2.63328 0.63109 0.82124
H -2.63587 1.73419 -0.72966
H -0.26979 0.56375 1.87296
H -0.09612 -1.80884 1.77880
H -1.88530 -0.87238 1.67457
H -1.00567 -1.71145 0.31127
H 1.26010 1.30499 -0.25719
H 1.88902 0.00726 1.23785
H 0.27275 -0.38122 -1.75244
O -0.89362 0.80328 -0.16702
S 1.72954 -0.73075 -1.21062
*
```

---

Entry 2:
This record from OMol25 describes a structure of composition C38H29ClFeIN8O4S in a non-equilibrium geometry. The level of theory is wB97M-V/def2-TZVPD.

Values from the calculation:
- Energy relative to the best compared isomer or geometry (same formula, charge and spin): 55.4 kJ/mol
- Kohn-Sham gap (spin up / spin down): 0.1507 / 0.2145 Eh
- HOMO level (spin up / spin down): -0.0084 / -0.0722 hartree

Structure (ORCA input):
```
! RIJCOSX wB97M-V def2-TZVPD def2/J DEFGRID3
* xyz -2 2
Fe 0.03544 -0.17238 -0.05896
Cl -5.82592 0.49578 3.83383
C -4.17684 0.25995 3.25953
C -3.16509 0.07771 4.15796
C -1.84292 -0.12644 3.74450
I -0.34887 -0.37093 5.15856
C -1.48227 -0.18065 2.38430
O -0.33518 -0.40554 1.93573
C -2.58554 0.01878 1.44979
N -2.22680 -0.04394 0.14764
C -3.13891 0.15684 -0.76825
C -4.49314 0.40245 -0.45032
C -4.87478 0.43973 0.85543
C -3.91052 0.25017 1.86794
H -3.39288 0.08763 5.21663
H -2.82315 0.12123 -1.79862
H -5.20951 0.54908 -1.24848
H -5.90749 0.61216 1.13214
N -5.91690 -4.30045 1.91014
C -4.62874 -4.19335 1.35175
C -4.26596 -4.96180 0.24892
C -2.97974 -4.88222 -0.27258
C -2.05744 -4.03297 0.31150
C -2.41032 -3.27271 1.41921
C -3.68843 -3.34617 1.93615
S -0.40247 -3.86914 -0.27811
O 0.44309 -4.01255 0.87364
O -0.24012 -4.79113 -1.37616
N -0.29053 -2.34090 -0.75710
C -0.91147 -1.91158 -1.86116
N -0.53519 -0.63551 -2.16384
C -0.99189 -0.10308 -3.27686
C -1.86377 -0.77728 -4.12017
C -2.26543 -2.03296 -3.67724
N -1.82212 -2.60753 -2.57338
H -6.62556 -4.57423 1.24719
H -6.19617 -3.48332 2.43235
H -4.99969 -5.61669 -0.21006
H -2.68970 -5.44885 -1.14709
H -1.66640 -2.62872 1.86768
H -3.96132 -2.73788 2.79257
H -0.66146 0.90904 -3.49261
H -2.22339 -0.34352 -5.04132
H -3.00196 -2.60134 -4.24094
N 9.37951 2.92616 3.55399
C 8.33068 2.64395 3.17115
C 7.00993 2.29009 2.68511
C 6.64823 2.57613 1.37087
C 5.38814 2.23014 0.91720
C 4.45114 1.61022 1.75277
C 4.84411 1.32358 3.06317
C 6.10656 1.65539 3.52902
C 3.10660 1.25209 1.23410
C 3.10436 0.21608 0.26588
C 4.26836 -0.46163 -0.18434
C 3.84190 -1.46594 -1.04821
C 2.45410 -1.37796 -1.09219
N 1.98847 -0.36724 -0.32022
C 2.02112 1.95730 1.84325
C 1.99473 2.57466 3.11036
C 0.70293 3.06987 3.31685
C -0.02970 2.79791 2.18185
N 0.77406 2.15001 1.28271
H 7.35319 3.07358 0.71680
H 5.09997 2.44374 -0.10414
H 4.15161 0.80263 3.71064
H 6.40023 1.40796 4.54132
H 5.28340 -0.25257 0.11343
H 4.45334 -2.18492 -1.57307
H 1.77435 -2.00207 -1.63952
H 2.80397 2.59576 3.81832
H 0.32602 3.55660 4.20333
H -1.06470 2.97587 1.95971
C -1.09421 3.72977 -0.53222
O -0.99314 2.35191 -0.24093
C 0.34405 1.77821 -0.08573
C 1.23161 2.33349 -1.17857
H -0.47099 4.35140 0.11947
H -2.14072 4.00388 -0.37422
H -0.83082 3.94819 -1.57441
H 1.32314 3.42653 -1.13082
H 0.80669 2.05515 -2.14629
H 2.23159 1.91499 -1.12834
*
```

---

Entry 3:
This record from OMol25 describes a cluster of 3 separate species, C5H12O2 in total. The level of theory is wB97M-V/def2-TZVPD.

Values from the calculation:
- Energy relative to the best compared isomer or geometry (same formula, charge and spin): 194.7 kJ/mol
- Kohn-Sham gap: 0.3837 Eh
- HOMO level: -0.3610 hartree
- SMILES string: C=CCC.C=O.O

Structure (ORCA input):
```
! RIJCOSX wB97M-V def2-TZVPD def2/J DEFGRID3
* xyz 0 1
C -0.53517 1.72288 1.46964
C -1.24805 1.36062 0.16491
C -0.32304 0.88519 -0.92076
O 0.47395 -1.42464 1.89150
C -0.56967 -0.11988 -1.75821
C 1.77495 -1.81579 -0.95474
O 1.33511 -2.81010 -0.41663
H -1.23541 2.18126 2.17628
H -0.08571 0.83913 1.93230
H 0.26735 2.44721 1.28473
H -1.77235 2.24922 -0.21478
H -2.02133 0.60203 0.34404
H 0.59942 1.45913 -1.03847
H -0.48009 -1.48122 1.76182
H 0.10759 -0.36509 -2.57357
H -1.47107 -0.72477 -1.67900
H 1.96028 -0.88440 -0.39736
H 2.01238 -1.80853 -2.03358
H 0.82626 -2.08579 1.27129
*
```

---

Entry 4:
This record from OMol25 describes a cluster of 9 separate species, C34H27B2N7O22 in total in a non-equilibrium geometry. The level of theory is wB97M-V/def2-TZVPD.

Values from the calculation:
- Energy relative to the best compared isomer or geometry (same formula, charge and spin): 89.9 kJ/mol
- Kohn-Sham gap: 0.2633 Eh
- HOMO level: -0.1803 hartree

Structure (ORCA input):
```
! RIJCOSX wB97M-V def2-TZVPD def2/J DEFGRID3
* xyz -2 1
O -19.86992 7.88533 -14.75199
C -19.26989 6.90991 -14.45353
O -17.96306 6.72830 -14.66442
B -17.59338 5.34386 -14.39616
O -18.73613 4.84843 -13.58951
C -19.81690 5.57252 -13.90635
O -21.01198 5.33149 -13.66530
O -16.39434 5.38807 -13.60031
C -15.35829 4.91962 -14.34772
O -14.21614 4.76563 -13.99827
C -15.90901 4.32195 -15.63704
O -17.22559 4.59659 -15.62833
O -15.24027 3.79752 -16.52119
O -18.04961 10.33221 -15.63119
C -17.01067 9.89144 -16.19484
O -16.87717 9.18116 -17.35964
B -15.40509 8.85300 -17.44795
O -14.78518 9.73328 -16.43980
C -15.63091 10.32507 -15.73712
O -15.38391 11.21538 -14.86329
O -14.76900 9.10781 -18.80202
C -14.36668 8.00392 -19.36921
O -13.72052 7.85458 -20.34443
C -14.70629 6.84431 -18.32736
O -15.20540 7.41657 -17.19184
O -14.42898 5.64216 -18.44852
C -19.14720 11.30125 -19.61313
C -19.62403 11.90807 -18.44430
N -19.95740 12.34584 -17.48323
H -19.81597 10.51902 -19.97223
H -18.23661 10.81064 -19.26925
H -18.86729 11.99945 -20.40197
C -10.67256 6.30210 -20.35551
C -11.73429 5.25862 -20.51313
N -12.52597 4.49167 -20.56179
H -9.82696 6.05509 -20.99742
H -10.28035 6.12849 -19.35344
H -10.96289 7.30968 -20.65312
C -16.99146 6.83254 -21.66789
C -16.14972 5.63769 -21.49984
N -15.52727 4.68700 -21.41927
H -18.00864 6.44218 -21.63487
H -16.86156 7.24369 -22.66898
H -16.85685 7.58919 -20.89493
C -16.05986 13.81907 -13.80756
C -17.32610 13.18198 -13.81786
N -18.31417 12.63255 -13.79608
H -16.24917 14.88319 -13.94866
H -15.30856 13.49271 -14.52669
H -15.67681 13.65166 -12.80091
C -12.38052 9.32606 -13.18461
C -11.25366 9.72959 -12.48279
C -10.45218 8.84845 -11.81222
C -10.83203 7.46110 -11.81614
C -11.90102 7.03902 -12.53365
C -12.70072 7.98555 -13.21327
N -10.04282 6.43257 -11.16301
O -10.43396 5.29628 -10.97071
O -8.86169 6.69050 -10.96372
H -12.87726 10.10879 -13.73867
H -10.87879 10.74089 -12.53883
H -9.55122 9.12145 -11.28293
H -12.09296 5.98556 -12.67430
H -13.56748 7.51032 -13.64831
C -12.06898 12.67780 -18.96814
C -11.16627 13.65310 -18.59451
C -10.94254 13.98372 -17.28146
C -11.53398 13.12490 -16.29597
C -12.48363 12.21213 -16.68938
C -12.85455 12.04721 -18.02208
N -11.06769 13.08690 -14.93066
O -9.97890 13.60307 -14.67957
O -11.83159 12.60071 -14.06788
H -12.27435 12.72361 -20.02744
H -10.59949 14.07126 -19.41324
H -10.26529 14.72588 -16.88533
H -12.75222 11.47096 -15.95117
H -13.67525 11.49509 -18.45573
C -16.44369 9.20273 -25.21184
C -17.10644 10.39758 -24.94279
C -16.80048 11.14006 -23.77408
C -15.71206 10.73680 -22.99248
C -15.03447 9.51349 -23.26675
C -15.42768 8.74652 -24.35411
N -15.40714 11.50738 -21.77449
O -16.29727 12.10436 -21.21739
O -14.25583 11.48076 -21.38463
H -16.68169 8.60866 -26.08180
H -18.03118 10.63904 -25.44575
H -17.44979 11.94721 -23.46857
H -14.15892 9.27625 -22.68064
H -14.90276 7.81337 -24.49583
*
```